[1]
Below is a molecular structure, C52H50IN6PSiV, with properties calculated with ωB97M-V/def2-TZVPD.

```
112
Properties=species:S:1:pos:R:3:forces:R:3
V -0.87092 -0.49577 -0.15934 -0.52 -1.53 -1.82
C 4.60398 0.88143 1.13486 0.38 0.24 0.45
N 3.67588 0.28553 0.21546 -0.42 -0.26 -0.27
C 2.31528 0.38353 0.25466 0.04 0.27 0.08
N 1.76698 -0.21457 -0.78434 -0.29 -0.01 0.47
C 2.77878 -0.74627 -1.50944 0.48 0.07 0.37
C 3.98828 -0.44427 -0.89684 -0.54 -0.20 -0.39
C 5.32168 -0.81217 -1.35094 0.36 0.02 -0.04
C 6.28718 -1.32267 -0.48604 -0.13 0.01 -0.11
C 7.50678 -1.74747 -0.98184 0.10 -0.02 0.10
C 7.77808 -1.66907 -2.33644 0.01 -0.02 -0.02
C 6.82568 -1.15397 -3.20154 0.01 -0.02 -0.04
C 5.60638 -0.72667 -2.71424 0.02 0.11 0.09
C 2.52048 -1.59647 -2.67054 -0.18 -0.13 -0.23
C 1.55768 -1.22337 -3.60744 0.26 0.08 0.01
C 1.21428 -2.09097 -4.62994 -0.10 0.06 -0.06
C 1.82228 -3.33197 -4.72124 -0.05 -0.02 -0.08
C 2.78828 -3.70107 -3.79974 0.05 -0.03 -0.01
C 3.14268 -2.83807 -2.78134 -0.13 0.16 -0.03
P 1.39308 1.35123 1.49706 -0.41 -0.41 -0.42
C 0.20938 2.00413 0.26906 0.49 0.70 0.23
N -0.41892 1.32423 -0.68364 0.19 1.80 -0.06
C -0.85812 2.22563 -1.61364 0.12 0.81 0.11
C -0.50882 3.49983 -1.18244 -0.13 -0.46 -0.22
N 0.17728 3.33283 -0.01214 -0.32 -0.97 -0.04
C 0.72728 4.38523 0.79736 0.29 0.52 0.42
C -0.81992 4.85283 -1.66314 -0.04 0.20 -0.05
C -2.12462 5.33283 -1.55354 0.15 -0.07 0.05
C -2.41982 6.62703 -1.93874 -0.07 0.03 0.01
C -1.42312 7.45073 -2.43654 -0.02 0.00 0.00
C -0.12632 6.97753 -2.54744 0.06 0.11 0.00
C 0.18028 5.68603 -2.15584 -0.09 -0.12 0.00
C -1.49632 1.82063 -2.85884 -0.12 -0.23 -0.30
C -1.93112 2.76463 -3.79074 0.07 -0.15 0.13
C -2.53432 2.35863 -4.96494 0.03 0.03 -0.01
C -2.70072 1.01153 -5.23824 -0.04 0.01 0.01
C -2.26822 0.06483 -4.32464 -0.03 -0.14 0.01
C -1.66902 0.46473 -3.14604 0.10 0.36 0.29
C 0.32918 0.07903 2.27536 0.48 0.21 0.60
N -0.62562 -0.68617 1.74446 0.57 0.17 1.93
C -1.12442 -1.47327 2.75276 0.11 0.05 0.84
C -0.43452 -1.17197 3.92066 -0.38 -0.27 -0.56
N 0.46028 -0.19347 3.60166 -0.34 -0.05 -0.99
C 1.37348 0.44043 4.51186 0.52 0.36 0.46
C -0.55952 -1.74477 5.26576 0.11 -0.02 0.23
C -1.01732 -0.95967 6.32206 0.03 -0.10 -0.19
C -1.22962 -1.52907 7.56396 -0.02 0.08 0.10
C -0.97732 -2.87557 7.76296 -0.01 0.00 0.02
C -0.49352 -3.65357 6.72306 0.00 -0.04 0.01
C -0.28622 -3.09567 5.47576 0.07 0.22 -0.02
C -2.20272 -2.45527 2.63466 -0.31 -0.30 -0.17
C -2.94082 -2.83977 3.75746 0.02 0.07 -0.06
C -3.90422 -3.82607 3.66186 -0.05 -0.03 0.09
C -4.18002 -4.43497 2.44866 0.01 0.08 0.02
C -3.51242 -4.00647 1.31546 0.00 -0.09 -0.08
C -2.53372 -3.03527 1.41226 0.10 0.24 0.20
H 4.18238 1.80763 1.52766 0.08 -0.06 -0.03
H 5.53858 1.10133 0.61996 -0.09 0.01 0.02
H 4.81778 0.20963 1.96796 0.02 0.03 -0.01
H 6.07058 -1.42737 0.56636 -0.01 -0.02 0.12
H 8.24278 -2.15327 -0.30544 0.09 -0.05 0.06
H 8.72488 -2.01677 -2.71904 0.11 -0.01 -0.03
H 7.03138 -1.09237 -4.25884 0.02 0.02 -0.11
H 4.86078 -0.32747 -3.38594 -0.04 0.02 -0.06
H 1.07908 -0.25387 -3.52524 -0.01 -0.02 0.02
H 0.45468 -1.80357 -5.34374 -0.01 0.03 -0.07
H 1.53878 -4.01447 -5.50744 -0.02 -0.07 -0.09
H 3.25278 -4.67217 -3.86134 0.07 -0.12 -0.03
H 3.87598 -3.13237 -2.04754 0.08 -0.07 0.11
H 0.05748 5.24493 0.77046 0.08 -0.07 0.03
H 1.71048 4.68963 0.42896 -0.11 0.00 0.02
H 0.82918 4.03243 1.82456 -0.04 0.10 -0.14
H -2.89882 4.68823 -1.16314 -0.08 -0.09 0.02
H -3.42932 6.99363 -1.84014 -0.11 0.05 -0.01
H -1.65872 8.46183 -2.73014 0.00 0.10 -0.05
H 0.65088 7.62183 -2.92834 0.08 0.05 -0.06
H 1.19408 5.32003 -2.24034 0.07 -0.05 -0.03
H -1.80792 3.81573 -3.59374 0.00 0.07 -0.05
H -2.87392 3.10493 -5.66584 -0.04 0.05 -0.11
H -3.17142 0.70383 -6.15704 -0.07 -0.08 -0.13
H -2.40672 -0.98547 -4.52984 0.00 -0.13 0.00
H -1.33082 -0.28127 -2.42924 -0.04 -0.09 -0.28
H 1.46618 -0.18157 5.40086 0.02 0.07 -0.08
H 1.01378 1.43103 4.80366 0.01 -0.13 -0.01
H 2.35488 0.55043 4.04806 -0.09 -0.05 0.08
H -1.24322 0.08503 6.15816 -0.03 0.08 -0.02
H -1.60512 -0.91957 8.37116 -0.03 0.04 0.10
H -1.16242 -3.31887 8.72786 0.00 -0.06 0.13
H -0.28842 -4.70017 6.88206 0.02 -0.13 0.02
H 0.07088 -3.70227 4.65706 0.01 -0.06 -0.11
H -2.78122 -2.36067 4.71006 -0.03 -0.01 0.02
H -4.44812 -4.12337 4.54576 -0.05 0.01 0.09
H -4.91952 -5.21877 2.39376 -0.08 -0.05 -0.06
H -3.74142 -4.44027 0.35386 -0.01 -0.02 -0.11
H -2.03642 -2.70057 0.51986 0.08 -0.11 -0.15
C -3.91232 1.68743 -0.66524 0.25 -0.53 0.03
Si -3.33682 -0.06917 -0.09234 -1.26 0.27 0.05
C -4.28312 -1.29997 -1.25074 0.30 0.36 0.38
C -4.18552 -0.16317 1.64586 0.24 -0.02 -0.53
H -4.98052 1.78843 -0.49204 -0.20 -0.08 0.10
H -3.74522 1.85043 -1.72384 0.03 0.04 -0.20
H -3.41912 2.48673 -0.11834 0.15 0.16 0.18
H -4.93782 -0.76557 -1.93374 -0.10 0.15 -0.10
H -4.90422 -1.96417 -0.65704 -0.10 -0.15 0.13
H -3.62182 -1.91797 -1.85354 0.14 -0.08 -0.07
H -5.06592 0.47453 1.65916 -0.14 0.14 -0.08
H -3.53792 0.16603 2.45476 0.16 0.07 0.13
H -4.51312 -1.17027 1.87896 -0.03 -0.21 0.05
I 0.84118 -3.32807 0.14956 0.01 -0.22 -0.14
C -0.51272 -2.25797 -1.16174 0.07 -0.38 -0.14
H 0.05588 -2.09387 -2.07474 0.04 -0.14 0.05
H -1.31392 -2.96797 -1.38814 0.07 0.10 0.08
```
Forces are in eV/Å.

Multiplicity: 3
Total charge: +1
Expectation value of S²: 2.03
LUMO level (alpha / beta): -2.43 / -2.39 eV

***

[2]
Below is 7 unconnected molecules or ions with the total composition C30H79ClN6O4, with properties calculated with ωB97M-V/def2-TZVPD.

```
120
Properties=species:S:1:pos:R:3:forces:R:3
N 6.82983 -0.36577 -5.23849 0.84 1.10 -0.20
H 6.37142 -0.59680 -6.10831 -0.47 -0.42 -0.16
H 7.42053 0.43158 -5.42661 0.48 0.70 -0.40
H 7.48362 -1.06749 -4.92188 -0.18 -0.84 0.40
H 6.20683 -0.00829 -4.52842 -0.76 -0.50 0.57
Cl 1.13813 -0.14733 -1.24177 2.69 1.15 1.58
O -0.02307 0.04416 -2.00970 -1.97 -0.57 -0.90
O 1.86862 -1.33635 -1.63829 -0.36 -0.16 -0.31
O 1.97023 1.01560 -1.41960 1.02 0.58 -1.05
O 0.90631 -0.17355 0.17301 -1.14 -1.00 0.51
C 12.08316 -3.03688 -3.93792 -0.10 -0.55 1.43
C 11.40264 -3.58734 -2.59105 -0.23 0.03 -2.11
N 10.00078 -3.93968 -2.91567 -0.61 0.47 1.40
C 9.23886 -4.11893 -1.64192 -0.29 0.39 0.16
C 9.08502 -2.82803 -0.79934 0.13 -1.06 -0.77
C 9.96482 -5.18509 -3.67839 0.14 -0.10 0.15
C 8.56552 -5.56565 -4.15414 0.24 0.08 -0.28
H 12.46131 -3.82911 -4.58405 0.25 -0.14 0.34
H 12.89749 -2.37007 -3.65452 0.09 -0.05 -0.25
H 11.38722 -2.50778 -4.58895 -0.29 0.23 0.49
H 11.87284 -4.49407 -2.21045 0.58 -0.25 -0.20
H 11.49715 -2.89293 -1.75621 -0.40 0.36 -0.41
H 9.62769 -4.92848 -1.02421 0.68 -0.19 0.14
H 8.21536 -4.46426 -1.78789 0.02 0.10 -0.84
H 9.96166 -2.63481 -0.18106 -0.14 0.29 -0.10
H 8.20855 -2.97516 -0.16826 0.13 0.27 0.13
H 8.88808 -2.04542 -1.53202 0.09 0.39 0.36
H 10.65754 -5.15716 -4.51949 -0.18 0.51 -0.18
H 10.41966 -5.95244 -3.05197 -0.20 -0.63 0.25
H 8.04780 -4.67830 -4.51840 -0.07 0.16 0.16
H 8.63485 -6.21661 -5.02567 0.00 -0.26 0.17
H 7.95257 -6.04281 -3.38947 0.07 0.03 -0.09
C -13.53801 -0.43039 -0.71372 0.52 -0.95 0.28
C -12.43629 -0.36393 -1.75724 0.62 1.04 -0.30
N -11.05608 -0.19048 -1.22657 -0.97 -0.58 0.95
C -10.06139 -0.34688 -2.29214 -0.54 0.64 0.45
C -8.63488 -0.21611 -1.82561 0.11 -0.12 0.28
C -10.92164 0.99263 -0.33929 0.53 0.82 -1.63
C -10.94597 2.38297 -1.11033 -0.28 -1.13 0.29
H -13.57634 0.46907 -0.09922 -0.17 -0.20 0.00
H -13.30933 -1.31499 -0.11935 0.06 0.20 0.62
H -14.52826 -0.67160 -1.10012 0.07 0.45 -0.46
H -12.46350 -1.23421 -2.41297 0.14 -0.15 0.16
H -12.62216 0.49659 -2.39993 -0.31 0.21 -0.48
H -10.13707 -1.34651 -2.72003 -0.43 -0.04 0.03
H -10.28623 0.37430 -3.07793 0.12 0.14 -0.52
H -7.99545 -0.60922 -2.61599 0.20 0.04 0.18
H -8.30027 0.78949 -1.57089 -0.16 0.08 -0.12
H -8.54435 -0.82419 -0.92554 0.32 -0.13 -0.03
H -9.95490 0.92752 0.15997 -0.08 -0.11 0.14
H -11.70410 0.99872 0.41956 0.15 -0.23 -0.09
H -10.82767 3.22665 -0.43039 0.07 -0.08 0.04
H -11.88968 2.50372 -1.64223 -0.11 0.07 0.07
H -10.16679 2.41375 -1.87193 0.14 0.05 0.13
C 8.74430 6.26612 -4.13829 -0.26 -0.86 0.65
C 8.48993 4.75105 -4.42502 0.14 0.43 1.23
N 9.41732 4.10477 -5.34489 -0.83 -0.09 -1.39
C 9.14208 4.68722 -6.69121 1.04 -1.00 0.41
C 9.94137 4.01051 -7.79801 0.78 0.23 -0.49
C 10.84809 4.15086 -4.91447 -1.77 0.59 -0.42
C 10.93877 3.62378 -3.51779 0.30 -0.72 0.62
H 8.03977 6.65195 -3.40150 -0.42 -0.18 -0.16
H 8.65333 6.88847 -5.02852 0.32 -0.03 0.14
H 9.68340 6.37917 -3.59662 0.36 0.21 -0.54
H 8.51546 4.16768 -3.50463 0.22 0.35 0.36
H 7.44276 4.61528 -4.69536 0.08 -0.01 -0.80
H 8.08176 4.56201 -6.91060 -0.07 -0.11 0.19
H 9.32189 5.76223 -6.68096 0.21 0.19 -0.22
H 9.58853 4.35110 -8.77145 -0.29 -0.30 -0.05
H 11.00645 4.23554 -7.85346 0.11 0.64 0.50
H 10.01061 2.92358 -7.75446 -0.85 -0.15 0.08
H 11.12568 5.20243 -4.98682 0.75 0.09 0.07
H 11.46095 3.53665 -5.57420 -0.18 0.17 -0.18
H 11.95625 3.30597 -3.29011 0.10 0.40 0.21
H 10.35729 2.70585 -3.43180 -0.17 -0.12 -0.15
H 10.53824 4.28759 -2.75161 0.35 0.13 -0.06
C -6.57419 -3.63062 4.74986 0.10 0.19 0.40
C -5.68752 -4.66924 5.51975 -0.77 0.40 -0.91
N -5.03306 -5.64557 4.65113 0.07 0.03 -0.37
C -4.06145 -4.99093 3.77034 1.28 -1.10 0.64
C -3.02253 -5.99945 3.20236 -1.00 0.51 -0.79
C -5.94727 -6.51847 3.87161 0.78 0.60 1.81
C -6.79855 -7.35772 4.79818 -0.31 -0.77 -0.17
H -7.02601 -2.92341 5.44543 0.05 0.02 0.18
H -7.41384 -4.05108 4.19641 0.02 -0.47 0.17
H -6.05498 -3.02221 4.00937 0.41 -0.10 0.14
H -4.91346 -4.18241 6.11299 0.07 0.25 -0.23
H -6.32012 -5.15220 6.26451 -0.02 -0.29 -0.13
H -4.52114 -4.38594 2.98882 -0.05 -0.03 -0.31
H -3.41492 -4.34021 4.35913 -0.46 0.40 0.30
H -2.30128 -5.43074 2.61545 0.26 -0.04 0.19
H -2.53476 -6.60189 3.96867 -0.09 0.22 0.06
H -3.49900 -6.65740 2.47559 0.08 -0.24 0.05
H -5.29294 -7.17033 3.29280 -0.37 0.12 -0.26
H -6.62707 -5.92665 3.25866 0.09 0.02 -0.55
H -6.26557 -8.03821 5.46224 0.50 0.19 -0.10
H -7.36820 -8.00829 4.13458 -0.50 -0.02 0.20
H -7.46407 -6.79102 5.44936 -0.15 0.13 -0.33
C -6.19714 5.87980 5.08197 -0.62 -0.55 -0.37
C -5.52392 4.60430 5.47482 0.24 -0.71 0.63
N -4.92137 4.73128 6.82044 0.97 -0.83 0.09
C -3.59291 4.06868 6.90492 -0.29 0.88 -1.23
C -2.54482 4.68221 5.96854 0.37 0.24 -0.01
C -5.73928 4.12622 7.87731 -0.28 0.69 -0.44
C -6.99775 4.91229 8.12184 -0.72 0.74 0.59
H -6.61322 5.74533 4.08353 0.40 0.41 -0.39
H -5.44443 6.66268 5.17474 -0.60 0.37 -0.13
H -7.10127 5.98159 5.68221 0.38 0.71 0.33
H -6.23016 3.77448 5.44843 -0.35 -0.24 0.20
H -4.79668 4.30316 4.72080 0.38 0.27 0.20
H -3.70544 3.02036 6.62843 0.12 -0.47 0.32
H -3.25402 4.18206 7.93468 0.04 -0.22 -0.06
H -2.51941 5.76971 6.03786 -0.01 0.06 0.31
H -2.61460 4.48393 4.89900 -0.58 -0.32 0.04
H -1.55391 4.29984 6.21342 0.05 0.05 0.28
H -5.98216 3.08939 7.64473 0.03 -0.41 -0.01
H -5.17566 4.15414 8.80986 0.19 -0.12 -0.09
H -7.78605 4.86391 7.37061 0.19 -0.31 -0.17
H -7.45804 4.64883 9.07412 -0.05 -0.33 0.02
H -6.75277 5.96833 8.23531 0.14 0.10 -0.13
```
Forces are in eV/Å.

Multiplicity: 1
Total charge: 0
LUMO level: -2.38 eV

***

[3]
Below is 6 unconnected molecules or ions with the total composition C11H30Cl6O10P2, with properties calculated with ωB97M-V/def2-TZVPD.

```
59
Properties=species:S:1:pos:R:3:forces:R:3
C -1.95808 0.96347 0.38087 0.94 -1.82 -0.79
O -2.14037 1.49860 -0.93964 -2.46 2.21 -0.85
P -3.59062 1.91413 -1.55726 0.35 -2.10 -2.38
O -3.53621 2.32535 -2.98590 0.45 -0.17 1.59
O -4.49817 0.52712 -1.43213 2.15 2.52 1.71
C -5.85527 0.68284 -1.75444 -1.03 -1.49 -1.36
O -4.27929 2.99625 -0.64838 -0.03 -0.51 0.99
C -3.75729 4.31841 -0.72598 0.74 0.82 -0.53
H -1.89826 -0.06191 0.01600 0.24 -0.63 1.49
H -2.70193 1.03302 1.17456 -0.40 0.65 -0.57
H -0.97028 1.28255 0.71335 -0.30 0.10 0.12
H -5.97462 -0.06820 -2.53534 -0.39 0.34 -0.57
H -6.13534 1.66234 -2.14204 0.08 -0.03 0.22
H -6.54779 0.29115 -1.00939 0.35 0.61 0.71
H -2.68211 4.37677 -0.55659 0.10 -0.45 0.53
H -4.25527 4.95979 0.00117 -0.20 -0.25 -0.25
H -3.81399 4.67376 -1.75487 -0.65 0.18 0.04
C -0.27945 -7.05084 3.05820 -0.66 -0.12 -0.72
O -0.60072 -5.94933 2.16770 -0.67 0.28 -0.03
P -1.55939 -4.69192 2.66270 1.98 -1.31 0.50
O -1.30593 -4.36260 4.08782 -1.29 -0.65 -1.07
O -3.04887 -5.09026 2.12000 1.40 1.01 0.21
C -3.57249 -6.41494 1.85458 0.12 -0.26 0.98
O -0.96547 -3.50023 1.76408 -3.59 -1.62 -0.91
C 0.31316 -3.06427 1.89221 3.13 0.66 0.99
H -0.12408 -8.01121 2.56663 0.04 0.35 -1.22
H -1.20254 -7.29644 3.58325 0.65 0.42 1.26
H 0.69125 -6.88110 3.52407 -0.65 0.40 0.86
H -3.18268 -7.12358 2.58531 0.44 -0.08 -0.28
H -3.42969 -6.76940 0.83376 0.34 0.37 0.08
H -4.63613 -6.44106 2.09141 -0.04 0.68 -0.25
H 0.43909 -2.04872 1.51685 -0.39 -0.04 -0.13
H 1.07324 -3.69270 1.42804 -0.36 -0.31 -0.71
H 0.67820 -3.07543 2.91921 -0.47 0.27 0.42
C 3.50827 0.68297 0.04684 0.62 -0.10 0.76
C 2.28886 -0.05303 -0.44593 -0.85 -0.15 -2.67
O 1.02337 0.45309 -0.07108 -0.49 0.37 1.34
O 3.83906 1.80260 -0.72499 -0.21 0.94 -0.78
H 4.44221 0.12493 -0.01984 -0.41 -0.90 0.19
H 3.42810 1.02005 1.08030 -0.33 -0.40 0.27
H 2.22949 -1.14040 -0.49288 0.71 -0.27 1.17
H 2.18503 0.13749 -1.51412 1.46 0.00 -0.56
H 0.56801 0.62978 -0.89753 -0.29 0.14 0.35
H 3.43728 2.58412 -0.33848 -0.13 0.15 -0.11
C 0.55722 3.52172 -2.39307 0.90 0.14 0.55
Cl 0.94299 3.78443 -0.63393 -0.45 -0.17 -0.68
Cl -0.86005 4.42436 -2.88778 0.06 -0.29 -0.02
H 1.41587 3.88704 -2.95640 -0.15 0.06 0.16
H 0.49153 2.44340 -2.53805 -0.55 0.25 -0.02
C 4.32240 7.01926 -0.05384 -0.37 -0.57 -1.20
Cl 5.59861 6.65364 1.11755 -0.34 0.75 -0.43
Cl 3.77157 5.44349 -0.75604 -0.26 0.51 0.40
H 3.50659 7.63605 0.32316 -0.03 -0.73 0.72
H 4.56500 7.53093 -0.98520 1.20 0.15 0.50
C 6.68462 -0.09605 -1.91867 0.36 -0.32 0.84
Cl 7.89616 1.18682 -1.47907 -0.66 -0.68 -0.76
Cl 7.09880 -1.21800 -3.26187 0.00 0.85 0.45
H 6.66658 -0.71246 -1.01989 -0.12 0.02 -0.26
H 5.69969 0.34251 -2.07899 0.39 0.20 -0.26
```
Forces are in eV/Å.

Multiplicity: 1
Total charge: 0
LUMO level: 0.52 eV
Structure (SMILES): COP(=O)(OC)OC.COP(=O)(OC)OC.ClCCl.ClCCl.ClCCl.OCCO

***

Which strongest force on any atom belongs to each record? In order, 2.436, 3.323, 4.043 eV/Å.
Which energy above the lowest of the compared OMol25 structures with the same formula, charge and spin belongs to each record? In order, 86.30, 504.28, 343.31 kJ/mol.